No. 1
ORCA calculation (the ωB97M-V functional and the def2-TZVPD basis) on a molecular structure, C36H39AsCdF6IN4P2S2 at a distorted geometry.

The spin multiplicity is 2. The HOMO energy (spin up / spin down) is -7.55 / -7.56 eV. The expectation value of S² is 0.76. The value obtained for the LUMO energy (spin up / spin down) is -0.032 / -2.290 eV. The value obtained for the relative energy (zero: lowest compared OMol25 entry of this formula, charge and spin) is 124.3 kJ/mol. Its orbital gap (spin up / spin down) is 7.522 / 5.269 eV. As for the total charge: 0.

Atoms and positions in Å:
Cd  -0.788  0.790  0.496
N  -0.169  -2.642  -0.797
P  1.110  -1.534  -0.972
C  1.920  -2.030  -2.531
C  3.090  -1.358  -2.886
C  3.757  -1.682  -4.055
C  3.258  -2.675  -4.890
C  2.085  -3.331  -4.554
C  1.416  -3.007  -3.380
C  2.376  -2.111  0.226
C  2.466  -3.424  0.682
C  3.444  -3.787  1.596
C  4.352  -2.841  2.057
C  4.278  -1.533  1.602
C  3.291  -1.168  0.695
P  -1.639  -2.021  -0.236
C  -2.890  -2.490  -1.466
C  -2.622  -3.416  -2.471
C  -3.590  -3.726  -3.413
C  -4.831  -3.107  -3.364
C  -5.104  -2.181  -2.369
C  -4.138  -1.872  -1.425
C  -2.000  -3.133  1.170
C  -3.280  -3.606  1.445
C  -3.522  -4.341  2.599
C  -2.491  -4.611  3.486
C  -1.209  -4.146  3.218
C  -0.967  -3.405  2.072
H  -0.048  -3.642  -0.910
H  3.470  -0.565  -2.250
H  4.661  -1.153  -4.324
H  3.777  -2.927  -5.805
H  1.681  -4.093  -5.209
H  0.486  -3.507  -3.145
H  1.771  -4.177  0.326
H  3.504  -4.810  1.944
H  5.116  -3.128  2.768
H  4.988  -0.795  1.953
H  3.228  -0.144  0.336
H  -1.654  -3.895  -2.531
H  -3.371  -4.444  -4.193
H  -5.578  -3.334  -4.114
H  -6.056  -1.668  -2.343
H  -4.349  -1.121  -0.676
H  -4.087  -3.411  0.751
H  -4.520  -4.707  2.800
H  -2.683  -5.186  4.382
H  -0.398  -4.362  3.901
H  0.036  -3.044  1.868
S  1.275  1.551  -0.987
C  1.838  3.191  -0.984
N  1.715  4.101  -0.072
C  2.351  5.278  -0.435
C  2.403  6.434  0.343
C  3.089  7.535  -0.133
C  3.728  7.500  -1.376
C  3.687  6.361  -2.159
C  2.992  5.256  -1.679
S  2.758  3.699  -2.400
H  1.906  6.455  1.305
H  3.135  8.437  0.463
H  4.260  8.374  -1.729
H  4.177  6.330  -3.123
N  0.846  0.504  2.335
C  1.335  1.799  2.859
C  0.415  2.460  3.878
C  -0.939  3.029  3.423
C  -0.920  3.794  2.101
N  -1.435  2.968  0.991
H  0.627  -0.131  3.097
H  1.601  0.067  1.812
H  1.499  2.459  2.007
H  2.304  1.657  3.346
H  0.996  3.291  4.289
H  0.249  1.778  4.721
H  -1.283  3.694  4.218
H  -1.700  2.251  3.357
H  0.090  4.088  1.838
H  -1.519  4.705  2.182
H  -1.270  3.422  0.096
H  -2.450  2.906  1.055
I  -4.202  0.524  2.224
C  -2.231  0.013  2.484
H  -2.085  -1.059  2.498
H  -1.797  0.555  3.313
F  -2.928  0.755  -0.722
As  -3.596  1.914  -1.936
F  -2.024  2.645  -2.011
F  -3.144  0.804  -3.167
F  -4.236  3.035  -3.056
F  -5.118  1.121  -1.739
F  -3.980  2.955  -0.588


No. 2
ORCA calculation (the ωB97M-V functional and the def2-TZVPD basis) on a molecular structure, C36H39ClN8ORuS at a distorted geometry.

The spin multiplicity is 6. The HOMO energy (spin up / spin down) is -8.25 / -10.53 eV. The expectation value of S² is 8.80. The value obtained for the LUMO energy (spin up / spin down) is -3.277 / -5.210 eV. The value obtained for the relative energy (zero: lowest compared OMol25 entry of this formula, charge and spin) is 0.0 kJ/mol. Its orbital gap (spin up / spin down) is 4.977 / 5.322 eV. As for the total charge: +1.

Atoms and positions in Å:
Ru  0.944  -2.832  0.351
N  4.353  -0.901  1.979
C  3.371  -1.835  1.800
S  3.151  -2.365  0.140
N  2.606  -2.158  2.811
N  1.530  -2.815  2.420
C  0.763  -3.580  3.153
C  -0.438  -4.112  2.613
C  -1.329  -4.897  3.316
C  -2.503  -5.414  2.746
C  -2.579  -5.351  1.389
C  -1.584  -4.716  0.626
N  -0.653  -3.942  1.267
H  5.170  -1.082  1.337
H  4.712  -0.729  2.932
H  1.157  -3.908  4.101
H  -1.173  -4.869  4.433
H  -3.247  -5.953  3.341
H  -3.391  -5.832  0.859
H  -1.592  -4.751  -0.437
N  0.392  -3.171  -1.304
C  0.642  -3.238  -2.550
C  1.948  -3.622  -3.077
C  2.486  -2.867  -4.132
C  3.726  -3.178  -4.570
C  4.530  -4.093  -3.959
C  3.997  -4.841  -2.870
C  2.735  -4.624  -2.428
C  -0.486  -3.019  -3.460
C  -0.486  -3.549  -4.767
C  -1.617  -3.494  -5.620
C  -2.802  -2.902  -5.135
C  -2.745  -2.236  -3.892
C  -1.646  -2.348  -3.089
H  1.915  -2.038  -4.624
H  4.104  -2.712  -5.418
H  5.478  -4.308  -4.429
H  4.691  -5.493  -2.326
H  2.300  -5.205  -1.620
H  0.460  -4.078  -5.198
H  -1.564  -3.970  -6.583
H  -3.674  -3.002  -5.775
H  -3.677  -1.776  -3.581
H  -1.689  -2.033  -2.065
C  -4.036  4.104  2.299
C  -3.227  4.206  0.996
C  -4.076  3.589  -0.086
C  -2.953  5.691  0.589
C  -1.817  3.496  1.177
O  -1.357  3.554  -0.185
C  -0.846  4.254  2.084
C  0.486  3.665  2.591
C  1.723  4.279  1.986
C  1.900  5.631  1.949
C  2.958  6.260  1.386
C  3.885  5.440  0.674
Cl  5.219  6.188  -0.119
C  3.742  4.069  0.659
C  2.667  3.477  1.377
C  -2.001  2.060  1.597
N  -1.055  1.050  0.992
C  -1.001  -0.328  1.064
N  0.175  -0.756  0.565
C  0.786  0.349  0.174
N  0.097  1.451  0.304
H  -5.116  4.144  2.038
H  -3.660  4.810  3.035
H  -3.945  3.171  2.791
H  -4.970  4.273  -0.196
H  -4.392  2.536  0.087
H  -3.557  3.514  -1.080
H  -3.903  6.199  0.427
H  -2.292  5.707  -0.259
H  -2.539  6.303  1.455
H  -0.581  2.964  -0.247
H  -1.483  4.635  2.847
H  -0.598  5.172  1.563
H  0.523  2.582  2.286
H  0.449  3.651  3.680
H  1.214  6.263  2.547
H  3.110  7.303  1.468
H  4.446  3.538  0.045
H  2.589  2.393  1.219
H  -3.013  1.651  1.379
H  -1.906  1.865  2.700
H  -1.745  -0.876  1.549
H  1.818  0.315  -0.110


No. 3
ORCA calculation (the ωB97M-V functional and the def2-TZVPD basis) on a molecular structure, C36H39CoN5P2S3 at a distorted geometry.

The spin multiplicity is 2. The HOMO energy (spin up / spin down) is -6.83 / -6.76 eV. The expectation value of S² is 0.78. The value obtained for the LUMO energy (spin up / spin down) is 0.436 / 0.438 eV. The value obtained for the relative energy (zero: lowest compared OMol25 entry of this formula, charge and spin) is 0.0 kJ/mol. Its orbital gap (spin up / spin down) is 7.266 / 7.195 eV. As for the total charge: 0.

Atoms and positions in Å:
Co  -0.046  -1.395  -1.144
S  2.331  -1.235  1.596
P  1.007  0.248  1.436
C  -0.154  0.127  0.174
P  -1.838  0.352  0.189
S  -2.784  -1.255  -0.610
C  -2.389  1.746  -0.884
C  -3.752  2.030  -0.982
C  -4.203  3.052  -1.798
C  -3.298  3.805  -2.540
C  -1.944  3.530  -2.455
C  -1.496  2.506  -1.625
C  -2.671  0.830  1.737
C  -2.602  2.146  2.189
C  -3.272  2.528  3.339
C  -4.023  1.598  4.045
C  -4.097  0.287  3.601
C  -3.424  -0.096  2.450
C  0.311  0.522  3.113
C  -0.193  -0.580  3.802
C  -0.653  -0.454  5.100
C  -0.605  0.778  5.740
C  -0.104  1.880  5.067
C  0.347  1.753  3.759
C  1.946  1.813  1.189
C  1.280  2.946  0.729
C  1.955  4.145  0.544
C  3.315  4.218  0.815
C  3.987  3.094  1.277
C  3.305  1.899  1.468
H  -4.460  1.439  -0.414
H  -5.263  3.264  -1.859
H  -3.652  4.603  -3.180
H  -1.233  4.115  -3.025
H  -0.440  2.301  -1.540
H  -2.030  2.880  1.632
H  -3.210  3.552  3.684
H  -4.552  1.898  4.941
H  -4.684  -0.439  4.149
H  -3.497  -1.112  2.081
H  -0.195  -1.550  3.317
H  -1.043  -1.320  5.621
H  -0.953  0.875  6.761
H  -0.061  2.844  5.558
H  0.741  2.623  3.251
H  0.219  2.881  0.512
H  1.420  5.018  0.192
H  3.850  5.148  0.667
H  5.047  3.147  1.490
H  3.823  1.014  1.817
N  -0.641  -0.404  -2.988
C  -0.426  -1.347  -4.084
C  -0.953  -2.696  -3.641
N  -0.304  -3.070  -2.381
C  -1.022  -4.113  -1.636
C  -0.370  -4.284  -0.275
N  -0.184  -2.963  0.320
H  -0.260  0.511  -3.198
H  -1.634  -0.294  -2.788
H  -0.914  -1.042  -5.014
H  0.649  -1.411  -4.276
H  -2.026  -2.620  -3.446
H  -0.806  -3.450  -4.420
H  0.643  -3.389  -2.574
H  -2.048  -3.765  -1.513
H  -1.045  -5.065  -2.179
H  -0.969  -4.956  0.344
H  0.602  -4.760  -0.398
H  -1.054  -2.629  0.728
H  0.555  -2.903  1.020
N  1.788  1.110  -1.901
C  2.473  -0.032  -2.119
N  2.052  -1.199  -1.722
C  3.014  -2.167  -1.989
C  2.976  -3.485  -1.550
C  4.004  -4.345  -1.896
C  5.083  -3.903  -2.660
C  5.163  -2.580  -3.060
C  4.130  -1.724  -2.709
S  3.999  -0.010  -2.976
H  1.082  0.988  -1.153
H  2.325  1.962  -1.866
H  2.178  -3.789  -0.893
H  3.982  -5.369  -1.545
H  5.879  -4.589  -2.918
H  6.017  -2.220  -3.618